Entry 1:
Entry from OMol25: 2 unconnected molecules or ions with the total composition C3H12NO (ωB97M-V/def2-TZVPD).

Properties
E_HOMO (spin up / spin down)	-19.83 / -19.82	eV
frontier orbital gap (spin up / spin down)	10.60 / 3.29	eV
charge	+2
multiplicity	2
total energy	-6820.6818	eV
energy relative to the best compared isomer or geometry (same formula, charge and spin)	1.393	eV
LUMO energy (spin up / spin down)	-9.224 / -16.527	eV

```
17
Properties=species:S:1:pos:R:3:forces:R:3:lowdin_spin:R:1
C 1.911841 -1.481578 0.171420 -0.472 0.687 0.000 0.000
C 0.422304 -1.635550 -0.027656 -0.483 -0.138 -0.260 0.001
N -0.294965 -0.299063 -0.306461 1.001 -0.356 -0.956 0.001
C 0.078518 0.185286 -1.694385 -0.420 -0.383 -1.032 0.000
H 2.355598 -2.469562 0.144647 0.214 -0.037 0.180 0.000
H 2.395700 -0.845699 -0.570070 -0.063 -0.234 -0.264 0.000
H 2.073783 -0.986399 1.127480 0.270 -0.304 0.231 0.000
H 0.114991 -2.221174 -0.893873 0.347 -0.124 -0.068 0.000
H -0.059327 -2.114546 0.820189 -0.036 0.222 0.262 0.000
H -0.003159 0.427470 0.339041 -0.228 -0.259 0.406 0.001
H -1.293692 -0.494830 -0.284102 -0.040 0.321 0.271 0.000
H 0.602724 1.133416 -1.748047 0.092 -0.007 0.558 0.000
H -0.808281 0.263042 -2.318216 -0.240 0.109 0.240 0.000
H 0.670582 -0.588706 -2.170269 0.268 0.072 0.106 0.000
H -1.418187 3.546071 1.486019 -0.142 0.119 0.245 0.010
H -1.818861 2.297693 2.523495 -0.088 0.336 0.139 0.010
O -1.888490 2.660143 1.586696 0.019 -0.023 -0.059 0.976
```
Positions in Å, forces in eV/Å.

---

Entry 2:
Entry from OMol25: 2 unconnected molecules or ions with the total composition C3H12NO (ωB97M-V/def2-TZVPD).

Properties
E_HOMO (spin up / spin down)	-21.71 / -21.17	eV
frontier orbital gap (spin up / spin down)	13.94 / 5.61	eV
charge	+2
multiplicity	2
total energy	-6821.0373	eV
energy relative to the best compared isomer or geometry (same formula, charge and spin)	1.037	eV
LUMO energy (spin up / spin down)	-7.764 / -15.553	eV

```
17
Properties=species:S:1:pos:R:3:forces:R:3:lowdin_spin:R:1
C -0.206931 0.304364 -1.175019 0.402 -0.717 -0.102 0.286
C 0.790452 0.407989 0.001644 1.097 0.235 1.268 0.080
C 2.108686 -0.296561 -0.338382 -0.890 -0.256 -0.487 0.059
N 0.213111 -0.093510 1.355138 -0.682 -0.003 -2.023 0.006
H -0.094390 -0.612085 -1.746559 -0.055 -0.107 0.003 0.003
H -0.369810 1.148738 -1.859512 0.221 0.171 0.200 0.022
H -1.237536 0.342570 -0.653294 -0.858 -0.111 0.545 0.097
H 0.997205 1.464111 0.178039 -0.335 0.223 -0.053 0.011
H 2.119624 -1.366429 -0.125882 -0.252 -0.060 -0.234 0.001
H 2.232936 -0.114488 -1.403273 0.543 -0.229 -0.176 0.005
H 2.971650 0.125827 0.172141 0.011 0.519 0.238 0.026
H 0.220384 -1.113677 1.377535 0.183 -0.192 0.206 0.000
H -0.764040 0.199396 1.308882 -0.078 0.048 0.792 -0.002
H 0.657665 0.276864 2.186661 0.370 0.266 0.271 0.000
H -3.465695 -0.126778 -0.493601 0.065 0.361 -0.313 0.000
H -3.260022 -0.620286 0.923359 0.638 0.412 -0.265 0.002
O -2.913289 0.073956 0.292122 -0.380 -0.561 0.130 0.404
```
Positions in Å, forces in eV/Å.

---

Entry 3:
Entry from OMol25: 2 unconnected molecules or ions with the total composition C3H12NO2 (ωB97M-V/def2-TZVPD).

Properties
E_HOMO (spin up / spin down)	-3.18 / -10.85	eV
frontier orbital gap (spin up / spin down)	4.08 / 11.50	eV
multiplicity	2
total energy	-8887.1594	eV
energy relative to the best compared isomer or geometry (same formula, charge and spin)	1.842	eV
LUMO energy (spin up / spin down)	0.904 / 0.655	eV

```
18
Properties=species:S:1:pos:R:3:forces:R:3:lowdin_spin:R:1
C 0.125397 -0.698028 0.466014 0.588 0.115 -0.311 0.097
C -1.344076 -0.966645 0.720407 0.140 -0.313 0.489 0.047
C -2.274287 -0.244367 -0.224902 0.007 0.498 -0.037 0.020
O -1.731495 1.012546 -0.639296 -0.229 0.296 0.192 0.067
N 0.575377 0.601722 1.069534 0.677 -0.118 -0.284 0.211
H 0.357798 -0.679528 -0.598456 -0.095 0.148 0.024 0.014
H 0.793952 -1.439622 0.892047 -0.226 -0.227 0.249 0.037
H -1.503556 -2.036743 0.591556 -0.022 -0.188 -0.007 0.005
H -1.611171 -0.754911 1.765715 0.259 0.051 -0.264 0.031
H -2.430124 -0.828908 -1.122943 -0.136 -0.214 -0.205 0.001
H -3.220298 -0.102315 0.288168 -0.303 -0.007 -0.158 0.004
H -2.337365 1.727041 -0.396200 0.236 -0.235 -0.064 0.012
H 0.370581 1.427450 0.470526 -0.722 -0.004 0.391 0.102
H 1.612768 0.677388 1.171953 0.047 -0.436 0.000 0.136
H 0.228223 0.637931 2.065056 -0.194 0.645 -0.023 0.170
H 3.631683 0.400700 -2.772590 0.131 0.076 0.050 0.003
H 4.805213 0.853072 -1.882201 0.008 0.039 -0.089 0.002
O 3.951379 0.413218 -1.864388 -0.167 -0.127 0.045 0.041
```
Positions in Å, forces in eV/Å.